3 unconnected molecules or ions with the total composition C9H22N4O2, computed with the ωB97M-V functional and the def2-TZVPD basis.

Results
total energy: -724.93783 a.u.
charge: +2
LUMO level (alpha / beta): -6.838 / -6.838 eV
gap between HOMO and LUMO (alpha / beta): 8.7 / 8.7 eV
E_HOMO (alpha / beta): -15.5 / -15.5 eV
energy relative to the best compared isomer or geometry (same formula, charge and spin): 75.3 kcal/mol
F_max: 5.133 eV/A

The geometry in XYZ format:
```
37
C9H22N4O2, DFT the ωB97M-V functional and the def2-TZVPD basis
C -1.875 1.401 -2.149
C -0.925 1.533 -1.164
C -0.268 1.826 -0.154
C 2.853 2.184 1.527
C -1.409 -2.313 -0.166
C -3.907 1.221 -0.621
C 2.475 -2.082 -1.590
C 1.632 2.915 0.889
C 0.776 -1.399 0.112
N 0.497 2.007 0.820
N -0.513 -1.411 0.462
N -3.160 1.100 -1.923
N 1.171 -2.001 -1.034
O -0.224 -1.259 3.184
O 1.622 -0.938 1.015
H -1.659 1.419 -3.136
H 3.576 2.871 1.835
H 2.477 1.629 2.339
H 3.195 1.737 0.659
H -2.310 -2.112 0.445
H -1.278 -2.108 -1.264
H -1.134 -3.387 0.080
H -4.279 2.248 -0.461
H -4.691 0.407 -0.632
H -3.109 0.966 0.182
H 2.338 -2.283 -2.712
H 3.175 -1.215 -1.525
H 3.080 -2.972 -1.058
H 1.303 3.691 1.648
H 1.908 3.311 -0.081
H 0.059 1.609 1.617
H -0.501 -1.176 1.561
H -3.788 1.197 -2.772
H 0.543 -1.429 3.850
H 0.480 -2.164 -1.684
H -1.027 -1.317 3.668
H 2.504 -1.358 1.091
```